C31H41Co2O6Sn as an isolated structure at a distorted geometry, computed with ωB97M-V/def2-TZVPD.

Calculated values
Total charge = -1
E_tot = -4636.941232 hartree

Geometry (Å):
C (-1.492, -4.426, 0.074)
C (-0.258, -3.536, 0.180)
C (-0.359, -2.532, 1.336)
C (0.910, -1.687, 1.548)
Sn (0.664, 0.465, 1.294)
C (-0.630, 1.108, 2.912)
C (-1.970, 0.371, 2.975)
C (-2.974, 0.991, 3.962)
C (-3.408, 2.414, 3.613)
C (2.660, 1.335, 1.354)
C (3.738, 0.333, 1.782)
C (5.085, 0.997, 2.082)
C (6.150, -0.016, 2.491)
C (-0.288, 0.754, -0.738)
C (-1.221, 1.816, -1.131)
C (-1.815, 2.682, -0.082)
C (-1.516, 2.105, -2.546)
H (-1.331, -5.202, -0.676)
H (-1.707, -4.919, 1.026)
H (-2.376, -3.852, -0.220)
H (0.634, -4.156, 0.334)
H (-0.108, -2.996, -0.764)
H (-1.241, -1.888, 1.177)
H (-0.569, -3.085, 2.268)
H (1.272, -1.778, 2.582)
H (1.727, -1.962, 0.868)
H (-0.040, 0.933, 3.821)
H (-0.744, 2.190, 2.784)
H (-2.441, 0.318, 1.979)
H (-1.795, -0.670, 3.286)
H (-3.858, 0.344, 4.006)
H (-2.528, 0.987, 4.965)
H (-4.152, 2.763, 4.338)
H (-2.565, 3.114, 3.646)
H (-3.864, 2.469, 2.616)
H (2.838, 1.710, 0.338)
H (2.586, 2.187, 2.041)
H (3.411, -0.224, 2.673)
H (3.879, -0.417, 0.989)
H (5.414, 1.546, 1.193)
H (4.946, 1.734, 2.880)
H (7.098, 0.492, 2.681)
H (5.860, -0.545, 3.405)
H (6.313, -0.756, 1.702)
H (0.578, 0.711, -1.410)
H (-0.774, -0.231, -0.764)
H (-2.477, 2.119, 0.602)
H (-1.053, 3.154, 0.561)
H (-2.437, 3.485, -0.502)
H (-1.481, 3.190, -2.704)
H (-0.896, 1.604, -3.312)
O (-1.556, -1.326, -3.307)
C (-2.207, -0.392, -3.101)
Co (-3.072, 1.100, -2.635)
C (-4.296, 0.682, -1.447)
O (-5.044, 0.358, -0.622)
C (-3.710, 2.900, -2.872)
O (-3.608, 4.042, -2.481)
C (-5.016, -0.157, -4.487)
C (-5.798, -1.175, -3.856)
C (-5.195, -2.249, -3.158)
C (-5.985, -3.188, -2.487)
C (-7.383, -3.101, -2.527)
C (-7.977, -2.108, -3.312)
C (-7.201, -1.171, -3.982)
C (-4.477, 1.078, -4.376)
C (-4.729, 2.443, -3.884)
Co (-3.966, 0.190, -5.876)
C (-2.644, -0.960, -6.102)
O (-1.771, -1.643, -6.406)
C (-3.020, 1.572, -6.356)
O (-2.383, 2.497, -6.649)
C (-5.021, -0.177, -7.288)
O (-5.686, -0.410, -8.206)
H (-4.103, -2.336, -3.142)
H (-5.508, -4.003, -1.936)
H (-8.005, -3.796, -1.953)
H (-9.057, -2.081, -3.433)
H (-7.649, -0.397, -4.602)
H (-4.769, 3.196, -4.704)
H (-5.698, 2.498, -3.333)

---

A 6-piece molecular cluster, C31H41N5O11 overall at a distorted geometry, computed with ωB97M-V/def2-TZVPD.

Calculated values
Total charge = 0
E_tot = -2306.336291 hartree

Geometry (Å):
C (43.527, -11.831, -9.844)
C (42.951, -10.684, -10.770)
C (43.303, -9.232, -10.257)
C (44.712, -8.932, -10.597)
C (44.858, -8.982, -12.101)
C (44.715, -10.351, -12.681)
N (43.476, -10.977, -12.201)
O (43.274, -12.137, -12.663)
C (45.968, -11.211, -12.449)
C (44.704, -10.236, -14.292)
C (41.418, -10.789, -10.798)
H (44.525, -12.382, -10.079)
H (42.705, -12.548, -9.728)
H (43.430, -11.430, -8.883)
H (42.938, -9.126, -9.279)
H (42.676, -8.439, -10.842)
H (45.384, -9.626, -10.099)
H (44.902, -7.877, -10.194)
H (45.738, -8.448, -12.444)
H (44.128, -8.431, -12.550)
H (45.965, -11.371, -11.370)
H (46.695, -10.756, -12.985)
H (45.973, -12.370, -12.367)
H (44.578, -11.360, -14.733)
H (45.516, -9.629, -14.802)
H (43.778, -9.644, -14.494)
H (41.020, -10.474, -9.809)
H (41.084, -11.848, -11.081)
H (40.767, -10.128, -11.445)
C (40.454, -8.469, -13.629)
O (39.920, -8.094, -12.552)
O (39.897, -8.001, -14.746)
O (41.673, -8.891, -13.679)
H (38.944, -7.670, -14.586)
C (41.810, -5.378, -11.704)
C (42.540, -4.166, -12.201)
C (42.456, -2.790, -11.428)
C (41.869, -2.923, -10.013)
C (41.008, -4.095, -9.669)
C (41.067, -5.329, -10.492)
N (42.108, -1.898, -9.075)
O (42.927, -0.923, -9.355)
O (41.527, -1.921, -8.034)
H (41.969, -6.186, -12.142)
H (43.124, -4.289, -13.099)
H (43.103, -1.956, -11.596)
H (40.545, -4.310, -8.741)
H (40.505, -6.354, -10.487)
C (36.051, -12.283, -11.135)
C (37.430, -12.032, -11.841)
C (37.423, -11.006, -13.032)
C (36.079, -10.328, -13.410)
C (34.815, -10.755, -12.862)
C (34.840, -11.812, -11.646)
N (35.980, -9.359, -14.479)
O (34.846, -8.951, -14.957)
O (36.975, -8.771, -14.870)
H (35.910, -13.033, -10.467)
H (38.206, -12.571, -11.473)
H (38.215, -10.536, -13.479)
H (33.790, -10.609, -13.205)
H (33.808, -12.104, -11.345)
C (43.482, -6.307, -15.558)
C (44.828, -6.003, -16.347)
C (44.996, -4.707, -16.961)
C (43.865, -3.716, -17.025)
C (42.476, -4.117, -16.396)
C (42.381, -5.404, -15.624)
N (43.947, -2.377, -17.761)
O (45.025, -1.944, -18.164)
O (42.905, -1.686, -17.843)
H (43.348, -7.093, -14.940)
H (45.857, -6.708, -16.347)
H (46.070, -4.284, -17.182)
H (41.702, -3.376, -16.627)
H (41.565, -5.611, -14.837)
C (41.957, -10.190, -17.020)
O (43.104, -10.598, -17.298)
N (40.926, -10.759, -17.727)
C (39.592, -10.178, -17.421)
C (40.996, -11.759, -18.819)
H (41.897, -9.547, -16.344)
H (39.532, -9.171, -17.024)
H (38.930, -10.694, -16.834)
H (39.160, -10.027, -18.368)
H (40.935, -11.253, -19.900)
H (40.044, -12.234, -18.756)
H (42.068, -12.299, -19.038)

---

C31H42BF7N8O3S3Ta as an isolated structure, computed with ωB97M-V/def2-TZVPD.

Calculated values
Total charge = +1
E_tot = -3845.865613 hartree

Geometry (Å):
Ta (0.553, 0.625, -0.578)
C (-2.960, 3.726, 0.448)
C (-2.626, 3.672, 1.936)
C (-3.796, 4.291, 2.704)
C (-1.329, 4.431, 2.205)
N (-2.423, 2.276, 2.461)
C (-2.413, 2.056, 3.828)
C (-2.085, 0.768, 4.030)
N (-1.885, 0.187, 2.800)
B (-1.351, -1.264, 2.716)
N (-1.944, -2.029, 1.500)
C (-3.233, -2.500, 1.604)
C (-3.534, -3.139, 0.462)
N (-2.423, -3.071, -0.359)
C (-1.470, -2.350, 0.283)
S (0.115, -1.956, -0.304)
C (-2.446, -3.662, -1.742)
C (-2.978, -2.592, -2.691)
C (-3.386, -4.871, -1.737)
C (-1.071, -4.158, -2.187)
N (0.193, -1.365, 2.802)
C (0.757, -2.545, 3.228)
C (2.092, -2.384, 3.227)
N (2.360, -1.093, 2.811)
C (1.182, -0.493, 2.534)
S (0.881, 1.107, 1.924)
C (3.787, -0.612, 2.785)
C (4.527, -1.440, 1.736)
C (3.917, 0.866, 2.449)
C (4.371, -0.840, 4.182)
C (-2.070, 1.122, 1.853)
S (-1.917, 0.825, 0.149)
H (-3.229, 4.757, 0.216)
H (-2.118, 3.444, -0.176)
H (-3.810, 3.090, 0.201)
H (-4.007, 5.273, 2.282)
H (-4.693, 3.679, 2.607)
H (-3.581, 4.438, 3.761)
H (-1.424, 5.456, 1.846)
H (-1.100, 4.463, 3.271)
H (-0.495, 3.953, 1.690)
H (-2.650, 2.823, 4.539)
H (-1.983, 0.209, 4.942)
H (-1.773, -1.825, 3.694)
H (-3.814, -2.359, 2.497)
H (-4.434, -3.648, 0.183)
H (-3.989, -2.292, -2.410)
H (-2.343, -1.709, -2.677)
H (-3.004, -2.985, -3.708)
H (-4.432, -4.598, -1.605)
H (-3.310, -5.361, -2.706)
H (-3.102, -5.590, -0.968)
H (-0.385, -3.350, -2.411)
H (-0.616, -4.799, -1.429)
H (-1.208, -4.748, -3.093)
H (0.155, -3.393, 3.501)
H (2.867, -3.075, 3.494)
H (4.077, -1.293, 0.755)
H (5.566, -1.114, 1.695)
H (4.518, -2.504, 1.975)
H (3.578, 1.082, 1.442)
H (3.376, 1.495, 3.154)
H (4.976, 1.117, 2.517)
H (4.389, -1.891, 4.469)
H (5.399, -0.480, 4.193)
H (3.805, -0.284, 4.931)
O (-0.807, 0.667, -2.193)
N (-0.631, -0.068, -3.242)
N (0.525, -0.549, -3.270)
O (1.362, -0.270, -2.300)
C (0.955, -1.432, -4.317)
C (0.260, -1.457, -5.516)
C (0.674, -2.347, -6.492)
C (1.761, -3.182, -6.266)
C (2.445, -3.131, -5.059)
C (2.045, -2.249, -4.068)
H (-0.576, -0.793, -5.678)
H (0.152, -2.382, -7.438)
H (2.080, -3.870, -7.037)
H (3.294, -3.777, -4.886)
H (2.557, -2.189, -3.119)
C (0.480, 4.843, -1.377)
C (1.405, 3.647, -1.200)
O (0.693, 2.534, -0.760)
C (2.480, 3.973, -0.136)
F (3.343, 2.967, 0.030)
F (3.173, 5.069, -0.449)
F (1.879, 4.190, 1.043)
C (2.055, 3.294, -2.559)
F (2.760, 4.312, -3.048)
F (2.859, 2.229, -2.473)
F (1.091, 2.986, -3.442)
H (0.041, 5.097, -0.414)
H (-0.313, 4.578, -2.072)
H (1.026, 5.702, -1.760)
F (2.331, 0.037, -0.226)

---

C31H42BrN3O2PbSi4Te as an isolated structure, computed with ωB97M-V/def2-TZVPD.

Calculated values
Total charge = 0
E_tot = -5714.295383 hartree

Geometry (Å):
Pb (1.341, 1.888, -0.966)
C (3.427, -2.220, -0.260)
C (3.938, -2.254, 1.023)
C (3.685, -1.194, 1.877)
C (2.936, -0.115, 1.424)
N (2.450, -0.090, 0.177)
C (2.683, -1.117, -0.640)
C (2.613, 1.032, 2.331)
C (3.260, 1.180, 3.554)
C (2.879, 2.217, 4.384)
C (1.879, 3.079, 3.977)
C (1.296, 2.889, 2.728)
N (1.665, 1.880, 1.934)
C (0.232, 3.811, 2.220)
C (-0.086, 4.998, 2.874)
C (-1.079, 5.809, 2.351)
C (-1.717, 5.425, 1.184)
C (-1.324, 4.237, 0.590)
N (-0.384, 3.447, 1.096)
H (3.586, -3.029, -0.959)
H (4.517, -3.101, 1.366)
H (4.053, -1.225, 2.891)
H (2.260, -1.034, -1.633)
H (4.046, 0.505, 3.859)
H (3.358, 2.351, 5.344)
H (1.564, 3.882, 4.625)
H (0.436, 5.303, 3.769)
H (-1.340, 6.735, 2.845)
H (-2.494, 6.030, 0.737)
H (-1.778, 3.900, -0.337)
C (-3.723, -1.040, 3.112)
Si (-2.794, 0.049, 1.888)
C (-1.275, 0.747, 2.746)
C (-3.905, 1.472, 1.371)
Si (-2.154, -1.189, 0.011)
Te (-0.979, 0.162, -1.751)
Si (-4.030, -1.960, -1.170)
C (-3.453, -3.138, -2.514)
C (-4.936, -0.521, -1.967)
C (-5.238, -2.868, -0.046)
Si (-0.837, -3.027, 0.620)
C (0.343, -2.568, 2.016)
C (-1.909, -4.450, 1.232)
C (0.145, -3.633, -0.861)
H (-3.901, -0.497, 4.044)
H (-3.157, -1.942, 3.355)
H (-4.691, -1.353, 2.716)
H (-1.562, 1.469, 3.518)
H (-0.645, 1.260, 2.018)
H (-0.682, -0.039, 3.217)
H (-4.217, 2.061, 2.238)
H (-4.800, 1.117, 0.859)
H (-3.371, 2.126, 0.682)
H (-2.706, -2.661, -3.152)
H (-4.294, -3.445, -3.142)
H (-3.008, -4.040, -2.089)
H (-4.246, 0.107, -2.534)
H (-5.426, 0.105, -1.218)
H (-5.705, -0.890, -2.650)
H (-4.767, -3.707, 0.470)
H (-6.071, -3.261, -0.635)
H (-5.653, -2.201, 0.712)
H (-0.201, -2.463, 2.958)
H (0.847, -1.621, 1.817)
H (1.103, -3.342, 2.151)
H (-2.576, -4.142, 2.040)
H (-1.278, -5.261, 1.607)
H (-2.525, -4.854, 0.426)
H (0.772, -2.839, -1.269)
H (-0.521, -3.957, -1.663)
H (0.781, -4.479, -0.584)
Br (4.720, -2.107, -6.668)
C (4.592, -0.285, -6.151)
C (5.203, 0.683, -6.930)
C (5.106, 2.014, -6.547)
C (4.408, 2.364, -5.402)
C (3.803, 1.380, -4.630)
C (3.893, 0.045, -5.004)
C (3.050, 1.769, -3.382)
O (2.921, 2.966, -3.094)
O (2.589, 0.805, -2.675)
H (5.745, 0.400, -7.822)
H (5.580, 2.777, -7.150)
H (4.317, 3.394, -5.087)
H (3.414, -0.711, -4.399)